[1]
The following is a quantum chemistry calculation of 5 unconnected molecules or ions with the total composition C41H62BrClF12N2O11P, from the OMol25 dataset.

CARTESIAN COORDINATES (ANGSTROEM)
1 C 1.1948 4.4424 1.2481
2 C 0.2940 3.1948 1.1663
3 C 0.7478 2.3193 -0.0346
4 Cl 0.1965 3.2051 -1.5039
5 C 0.2954 0.8475 0.0927
6 C -1.2762 0.8442 0.1431
7 C -1.8801 0.9810 1.5484
8 C -3.1986 1.7592 1.5966
9 F -3.1746 2.7807 0.7107
10 F -3.2705 2.3601 2.7978
11 C -4.4488 0.9372 1.2583
12 F -4.2210 0.3264 0.0736
13 F -5.4941 1.7150 1.0530
14 C -4.8908 -0.1694 2.2525
15 F -6.0774 -0.5963 1.8155
16 F -4.0986 -1.2522 2.2520
17 C -5.1155 0.2520 3.7317
18 F -3.9766 0.2498 4.4031
19 F -5.6918 1.4052 3.8433
20 F -5.8688 -0.6555 4.3030
21 O 0.8237 0.4880 1.3709
22 C 0.6917 -0.8777 1.6855
23 C 0.8051 -1.2081 3.1887
24 C -0.5544 -1.5278 3.8265
25 C -1.1787 -2.8286 3.3051
26 O -0.2216 -3.6629 2.6214
27 C -0.9081 -4.5646 1.8292
28 C -1.3808 -4.1386 0.4403
29 O -1.1354 -5.6438 2.2082
30 C 1.6317 -1.6939 0.7994
31 C 3.1602 -1.6229 1.0292
32 C 3.7027 -0.6769 2.1467
33 C 3.9882 -1.4249 3.4917
34 Br 5.4874 -0.0346 1.5379
35 N 1.0978 -1.5142 -0.6053
36 C 1.7683 -2.4204 -1.5760
37 C 0.8247 -0.1087 -1.0671
38 C -0.1244 -0.0735 -2.3227
39 C -1.2388 -1.1422 -2.4738
40 C -1.0614 -2.2306 -3.5235
41 F -0.3614 -1.8843 -4.5791
42 F -2.2863 -2.5356 -3.9810
43 F -0.6122 -3.3854 -3.0268
44 P 2.4000 0.6002 -1.8839
45 N 3.5876 1.0166 -0.9406
46 H 2.1558 4.0996 1.6371
47 H 1.4000 4.8838 0.2653
48 H 0.7584 5.2234 1.8684
49 H 0.4193 2.6845 2.1209
50 H -0.7407 3.5256 1.0214
51 H 1.8320 2.4519 0.0140
52 H -1.7168 1.4895 -0.6156
53 H -1.5535 -0.1819 -0.1459
54 H -2.1127 -0.0140 1.9478
55 H -1.2291 1.4337 2.2951
56 H -0.3247 -1.2520 1.4290
57 H 1.2935 -0.3897 3.7257
58 H 1.4310 -2.1002 3.2574
59 H -1.2425 -0.6800 3.7785
60 H -0.3615 -1.6673 4.8984
61 H -1.9592 -2.5581 2.5683
62 H -1.7047 -3.3968 4.0792
63 H -2.2927 -4.6889 0.2046
64 H -1.6417 -3.0689 0.3959
65 H -0.6506 -4.3944 -0.3362
66 H 1.3643 -2.7329 1.0439
67 H 3.7194 -1.3660 0.1228
68 H 3.5407 -2.6183 1.2841
69 H 3.1219 0.2305 2.3159
70 H 3.5591 -2.4300 3.4663
71 H 5.0475 -1.4247 3.7334
72 H 3.4702 -0.8602 4.2758
73 H 0.1641 -1.9333 -0.4897
74 H 1.4524 -2.2771 -2.6079
75 H 2.8574 -2.3684 -1.5618
76 H 1.4948 -3.4442 -1.3027
77 H -0.6138 0.8976 -2.3797
78 H 0.4591 -0.1010 -3.2563
79 H -1.5479 -1.6649 -1.5579
80 H -2.1599 -0.6302 -2.7693
81 H 2.0156 1.6994 -2.6962
82 H 2.8877 -0.3618 -2.8169
83 H 3.2940 0.8756 0.0241
84 O 2.3142 -5.6573 -9.0452
85 C 1.3896 -5.1205 -8.5151
86 O 1.4692 -3.8830 -7.9461
87 C 0.2298 -3.5639 -7.2993
88 C -0.8095 -4.4453 -7.9703
89 C -0.0025 -5.6875 -8.3230
90 H 0.3306 -3.7773 -6.2313
91 H 0.0161 -2.5036 -7.4269
92 H -1.6743 -4.6475 -7.3377
93 H -1.1670 -3.9700 -8.8851
94 H 0.0205 -6.4082 -7.5035
95 H -0.3593 -6.1604 -9.2342
96 O -2.7931 -4.8932 -10.9884
97 C -3.7069 -4.3345 -10.4564
98 O -3.6199 -3.0958 -9.8939
99 C -4.8653 -2.7755 -9.2476
100 C -5.9067 -3.6563 -9.9139
101 C -5.0990 -4.8977 -10.2627
102 H -4.7648 -2.9855 -8.1795
103 H -5.0768 -1.7164 -9.3803
104 H -6.7710 -3.8535 -9.2819
105 H -6.2622 -3.1807 -10.8296
106 H -5.0772 -5.6151 -9.4406
107 H -5.4548 -5.3726 -11.1728
108 O 2.4515 2.3308 3.4589
109 C 1.9790 3.0606 4.2956
110 O 1.7775 4.3798 4.1035
111 C 1.2992 4.9828 5.3380
112 C 0.7010 3.8371 6.1299
113 C 1.5704 2.6634 5.6995
114 H 2.1396 5.4443 5.8502
115 H 0.5639 5.7505 5.1060
116 H 0.6969 4.0168 7.2032
117 H -0.3311 3.6624 5.8146
118 H 2.4672 2.5699 6.3144
119 H 1.0165 1.7267 5.6913
120 O 2.3656 6.7388 7.0729
121 C 3.4202 7.3122 7.1578
122 O 3.9228 7.7633 8.3233
123 C 5.1382 8.4979 8.0829
124 C 5.6436 7.9985 6.7407
125 C 4.3445 7.6730 6.0136
126 H 4.9010 9.5635 8.0690
127 H 5.8421 8.3056 8.8892
128 H 6.2730 8.7195 6.2226
129 H 6.2248 7.0850 6.8797
130 H 3.9377 8.5411 5.4925
131 H 4.4583 6.8374 5.3262

Results
- HOMO level: -11.377 eV
- Orbital gap: 9.106 eV
- DFT total energy: -193481.97333 eV
- F_max: 0.048 Eh/bohr
- Total charge: +1
- Multiplicity: 1

[2]
The following is a quantum chemistry calculation of a molecular structure, C41H63AlGeN7O3P3, from the OMol25 dataset.

CARTESIAN COORDINATES (ANGSTROEM)
1 Al 0.7474 0.6655 0.8335
2 O 0.5821 0.6333 2.5883
3 P -0.2899 -0.2468 3.5311
4 C -0.3535 -1.8897 2.7458
5 P -0.8837 -1.9340 1.0082
6 O -0.1781 -0.7400 0.2904
7 C -0.3121 -3.4591 0.3162
8 C -1.2038 -4.5174 0.1349
9 C -0.7296 -5.7414 -0.3158
10 C 0.6211 -5.9047 -0.5850
11 C 1.5112 -4.8466 -0.4128
12 C 1.0504 -3.6244 0.0402
13 C -2.6435 -1.8043 0.8851
14 C -3.1776 -1.4077 -0.3443
15 C -4.5508 -1.3485 -0.5089
16 C -5.3912 -1.6922 0.5449
17 C -4.8626 -2.0996 1.7630
18 C -3.4894 -2.1595 1.9372
19 C 0.4881 -0.4192 5.1052
20 C 0.2282 -1.5232 5.9222
21 C 0.7852 -1.5812 7.1888
22 C 1.5927 -0.5439 7.6392
23 C 1.8499 0.5552 6.8282
24 C 1.2988 0.6250 5.5595
25 C -1.9255 0.4283 3.6668
26 C -2.5227 1.0539 2.5682
27 C -3.8197 1.5221 2.6701
28 C -4.5266 1.3674 3.8589
29 C -3.9346 0.7520 4.9524
30 C -2.6316 0.2844 4.8626
31 H -0.9689 -2.5764 3.3313
32 H 0.6660 -2.2901 2.7697
33 H -2.2589 -4.3917 0.3433
34 H -1.4154 -6.5662 -0.4536
35 H 0.9876 -6.8626 -0.9299
36 H 2.5636 -4.9899 -0.6192
37 H 1.7449 -2.8029 0.1862
38 H -2.5222 -1.1570 -1.1710
39 H -4.9708 -1.0505 -1.4604
40 H -6.4642 -1.6538 0.4110
41 H -5.5205 -2.3783 2.5751
42 H -3.0980 -2.4826 2.8933
43 H -0.4054 -2.3366 5.5884
44 H 0.5874 -2.4321 7.8262
45 H 2.0198 -0.5906 8.6321
46 H 2.4700 1.3628 7.1928
47 H 1.4822 1.4898 4.9338
48 H -1.9846 1.1868 1.6355
49 H -4.2877 2.0126 1.8266
50 H -5.5399 1.7394 3.9359
51 H -4.4800 0.6491 5.8806
52 H -2.1659 -0.1720 5.7270
53 C -2.5656 2.0373 -1.1087
54 N -2.0499 3.2418 -0.4651
55 C -3.0286 4.3247 -0.3240
56 P -0.4563 3.4938 -0.2655
57 O 0.1681 2.1616 0.2244
58 N -0.1681 4.6149 0.8683
59 C -0.5685 4.3713 2.2574
60 C 0.0370 6.0344 0.5484
61 N 0.2607 3.8918 -1.6700
62 C -0.4667 4.5466 -2.7636
63 C 1.7134 4.0688 -1.7200
64 H -3.3837 1.6219 -0.5161
65 H -1.7833 1.2837 -1.1906
66 H -2.9474 2.2577 -2.1092
67 H -3.8634 3.9862 0.2903
68 H -3.4173 4.6311 -1.2973
69 H -2.5776 5.1895 0.1562
70 H -0.5952 3.3032 2.4670
71 H -1.5532 4.7968 2.4666
72 H 0.1569 4.8394 2.9226
73 H 0.2327 6.1686 -0.5118
74 H 0.8892 6.4134 1.1117
75 H -0.8425 6.6236 0.8156
76 H -1.5192 4.2767 -2.7394
77 H -0.0486 4.2128 -3.7130
78 H -0.3783 5.6343 -2.7161
79 H 2.1882 3.5446 -0.8917
80 H 1.9914 5.1238 -1.6678
81 H 2.0946 3.6644 -2.6588
82 N 7.1564 0.5705 0.7650
83 C 5.9161 0.4925 1.2046
84 N 5.6653 0.4053 2.5068
85 N 4.9442 0.5042 0.2650
86 C 3.7012 0.4751 0.4261
87 N 2.5245 0.4489 0.3922
88 H 7.9533 0.5675 1.3829
89 H 7.3249 0.6498 -0.2251
90 H 6.4092 0.4108 3.1879
91 H 4.7236 0.3502 2.8528
92 C -0.9875 -4.6213 -4.0250
93 C -1.5258 -3.2188 -4.2820
94 C -0.4442 -2.2113 -4.6720
95 C 0.6292 -2.0844 -3.5771
96 Ge 1.8511 -0.6012 -3.7676
97 C 3.7481 -0.7883 -4.0581
98 C 3.9995 -1.2241 -5.5131
99 C 3.4191 -0.2281 -6.5078
100 C 1.9041 -0.2076 -6.4987
101 H -1.8038 -5.3332 -3.9122
102 H -0.3852 -4.6680 -3.1144
103 H -0.3713 -4.9649 -4.8585
104 H -2.0516 -2.8505 -3.3932
105 H -2.2652 -3.2483 -5.0835
106 H -0.9075 -1.2387 -4.8640
107 H 0.0243 -2.5297 -5.6057
108 H 1.2182 -2.9981 -3.4855
109 H 0.1445 -1.9128 -2.6071
110 H 1.3068 0.7456 -3.2650
111 H 4.1147 -1.5509 -3.3661
112 H 4.2460 0.1543 -3.8303
113 H 3.5566 -2.2103 -5.6842
114 H 5.0722 -1.3400 -5.6654
115 H 3.7277 -0.5072 -7.5169
116 H 3.8161 0.7740 -6.3316
117 H 1.4565 -1.1572 -6.7855
118 H 1.4802 0.5886 -7.1121
119 H 1.4218 0.0880 -5.5042

Results
- ΔE to the lowest compared entry with this formula, charge and spin: 33.4 kcal per mole
- HOMO level: -18.111 eV
- Orbital gap: 8.447 eV
- DFT total energy: -151068.57111 eV
- F_max: 0.005 Eh/bohr
- Total charge: +4
- Multiplicity: 1